19
Properties=species:S:1:pos:R:3:forces:R:3:mulliken_charge:R:1 method="wB97M-V/def2-TZVPD" fmax_ev_per_a=10.17 de_lowest_kj_mol=820.71 gap_ha=0.303 total_energy_ha=-361.0768
C 0.6780 1.3251 -1.2606 -3.5 -1.8 2.1 -0.70
C -0.3133 0.9403 1.1573 1.4 2.7 2.2 -1.01
C 0.2008 -0.9761 -0.0348 2.1 3.3 -2.0 0.50
C -1.1337 -1.3610 -0.2192 -4.8 -0.8 0.3 -0.32
C -2.3682 -0.7181 -0.1793 6.5 3.0 -0.7 -0.61
H 1.5314 0.8177 -1.6288 0.9 0.4 -1.4 0.39
H 0.7371 2.5382 -1.0739 -0.2 -3.6 -0.3 0.27
H -0.4256 0.8189 -1.7944 3.6 2.2 1.4 0.24
H -1.2797 1.5838 0.7052 3.1 -1.6 1.7 0.32
H -0.5529 0.1609 1.9017 -1.0 -0.2 -1.2 0.46
H 0.3397 1.4765 2.0307 -1.5 0.2 -2.5 0.29
H -1.2460 -2.4116 -0.2228 0.4 -1.4 -0.5 0.36
H -3.2994 -1.0228 -0.5181 -1.4 -1.0 -0.1 0.40
H -2.0318 0.3801 -0.2124 -2.2 -1.4 0.1 -0.04
H 3.0069 -1.4675 0.6391 0.9 -1.4 0.0 0.19
H 1.8467 0.1279 0.6490 0.9 -2.3 -1.5 0.41
N 0.7201 0.3835 0.1566 -8.5 5.5 0.8 -0.06
N 1.2281 -1.6863 -0.2423 3.0 -1.0 2.4 -0.49
N 2.3619 -0.9097 0.1470 0.3 -0.8 -0.8 -0.59